# 1
{
  "formula": "C22H46F6N3O19PS",
  "method": "ωB97M-V/def2-TZVPD",
  "symbols": ["N", "H", "H", "H", "H", "N", "H", "H", "H", "H", "N", "H", "H", "H", "H", "P", "F", "F", "F", "F", "F", "F", "C", "C", "C", "O", "C", "O", "O", "H", "H", "H", "H", "H", "H", "C", "C", "C", "O", "C", "O", "O", "H", "H", "H", "H", "H", "H", "C", "C", "C", "O", "C", "O", "O", "H", "H", "H", "H", "H", "H", "C", "C", "C", "O", "C", "O", "O", "H", "H", "H", "H", "H", "H", "C", "C", "C", "O", "C", "O", "O", "H", "H", "H", "H", "H", "H", "C", "C", "O", "S", "O", "O", "O", "H", "H", "H", "H"],
  "xyz": [[2.751, -1.458, -3.166], [2.500, -2.143, -3.865], [3.607, -1.828, -2.779], [2.032, -1.502, -2.458], [3.022, -0.665, -3.729], [3.066, 2.876, -2.367], [2.530, 2.426, -1.639], [3.143, 2.221, -3.132], [4.054, 2.893, -2.157], [2.667, 3.718, -2.758], [5.172, -0.181, -0.067], [5.619, -0.317, 0.829], [4.186, -0.283, 0.126], [5.372, -0.984, -0.646], [5.503, 0.726, -0.365], [0.912, 0.234, -0.698], [0.762, -0.035, 0.895], [-0.669, 0.685, -0.890], [1.103, 1.811, -0.456], [1.296, 0.679, -2.222], [2.457, -0.219, -0.605], [0.543, -1.296, -0.997], [-1.260, 4.475, -1.068], [-0.035, 5.373, -0.770], [-0.079, 5.975, 0.538], [0.976, 5.320, 1.249], [1.718, 4.566, 0.456], [2.667, 3.837, 0.779], [1.131, 4.570, -0.695], [-1.070, 4.123, -2.082], [-2.246, 4.940, -1.075], [-1.265, 3.525, -0.533], [0.112, 6.177, -1.491], [-0.966, 5.604, 1.053], [-0.027, 7.056, 0.663], [1.986, -3.464, 1.070], [1.817, -3.099, 2.596], [0.718, -2.250, 3.217], [0.695, -2.809, 4.491], [1.114, -4.005, 4.433], [1.069, -4.844, 5.388], [1.714, -4.239, 3.303], [1.144, -3.975, 0.603], [2.787, -4.198, 1.160], [2.190, -2.643, 0.383], [2.833, -2.735, 2.751], [-0.172, -2.392, 2.603], [0.951, -1.189, 3.304], [-2.389, -0.483, -3.553], [-3.395, 0.654, -3.816], [-3.381, 1.832, -2.895], [-3.451, 2.902, -3.799], [-3.366, 2.533, -5.021], [-3.618, 3.294, -5.925], [-3.246, 1.166, -5.109], [-2.430, -0.868, -2.534], [-1.367, -0.184, -3.788], [-2.514, -1.333, -4.225], [-4.385, 0.228, -3.651], [-2.452, 2.023, -2.360], [-4.178, 1.800, -2.152], [-1.289, -4.088, -1.031], [-0.060, -4.620, -1.923], [-0.527, -5.676, -2.844], [0.233, -5.431, -3.929], [0.591, -4.163, -3.915], [1.229, -3.662, -4.795], [0.246, -3.589, -2.776], [-1.500, -4.867, -0.299], [-2.180, -3.999, -1.653], [-1.145, -3.129, -0.535], [0.753, -4.964, -1.283], [-1.564, -5.631, -3.176], [-0.225, -6.665, -2.497], [0.165, 2.202, 3.740], [-0.102, 1.844, 5.219], [0.409, 0.422, 5.527], [1.142, 0.526, 6.774], [1.192, 1.835, 7.131], [1.926, 2.147, 8.120], [0.600, 2.623, 6.233], [1.228, 2.025, 3.577], [-0.363, 3.147, 3.613], [-0.418, 1.485, 3.162], [-1.156, 2.098, 5.335], [0.965, -0.079, 4.735], [-0.445, -0.254, 5.496], [-2.740, -1.055, 0.841], [-2.746, 0.243, 1.548], [-4.145, 0.789, 1.423], [-5.203, -0.345, 0.824], [-5.350, -0.301, -0.676], [-6.364, -0.415, 1.709], [-4.011, -1.400, 1.259], [-2.065, -1.793, 1.274], [-2.491, -1.091, -0.219], [-2.088, 0.963, 1.062], [-2.460, 0.248, 2.599]],
  "multiplicity": 2,
  "s2": 0.75,
  "e_lumo_ev": [-3.391, -3.999],
  "e_homo_ev": [-7.8, -12.1],
  "charge": 1
}

***

# 2
{
  "formula": "C22H46HgO12S5",
  "method": "ωB97M-V/def2-TZVPD",
  "symbols": ["Hg", "C", "O", "H", "H", "H", "C", "O", "H", "H", "H", "C", "C", "C", "S", "O", "O", "C", "H", "H", "H", "H", "H", "H", "H", "H", "C", "C", "C", "S", "O", "O", "C", "H", "H", "H", "H", "H", "H", "H", "H", "C", "C", "C", "S", "O", "O", "C", "H", "H", "H", "H", "H", "H", "H", "H", "C", "C", "C", "S", "O", "O", "C", "H", "H", "H", "H", "H", "H", "H", "H", "C", "C", "C", "S", "O", "O", "C", "H", "H", "H", "H", "H", "H", "H", "H"],
  "xyz": [[-16.563, 12.223, 1.042], [-16.904, 10.892, 6.742], [-16.726, 11.765, 5.662], [-17.873, 10.399, 6.816], [-16.072, 10.238, 7.006], [-16.889, 11.549, 7.612], [-17.869, 10.605, -4.111], [-17.028, 11.462, -3.359], [-18.846, 10.915, -3.742], [-17.888, 10.781, -5.187], [-17.690, 9.533, -4.030], [-19.719, 19.595, 4.852], [-21.010, 19.857, 4.013], [-20.958, 18.834, 2.880], [-20.434, 17.254, 3.602], [-19.551, 16.628, 2.616], [-21.640, 16.578, 3.990], [-19.452, 18.047, 4.936], [-19.845, 20.107, 5.806], [-18.878, 20.125, 4.405], [-21.265, 20.881, 3.741], [-21.862, 19.477, 4.576], [-20.223, 19.223, 2.176], [-21.876, 18.663, 2.318], [-18.427, 17.730, 4.742], [-19.822, 17.544, 5.829], [-10.625, 10.972, -4.192], [-10.327, 9.429, -4.009], [-11.139, 8.998, -2.798], [-10.787, 10.388, -1.534], [-9.651, 10.060, -0.722], [-12.022, 10.823, -0.874], [-10.275, 11.615, -2.881], [-11.705, 11.061, -4.315], [-10.115, 11.382, -5.063], [-9.280, 9.330, -3.724], [-10.394, 8.843, -4.925], [-10.921, 8.048, -2.310], [-12.195, 9.078, -3.056], [-9.206, 11.818, -2.826], [-10.748, 12.580, -2.700], [-11.447, 18.107, 5.043], [-12.506, 19.048, 4.555], [-12.612, 18.947, 3.035], [-12.130, 17.168, 2.534], [-10.873, 17.185, 1.757], [-13.315, 16.471, 2.056], [-11.758, 16.715, 4.357], [-11.468, 17.925, 6.118], [-10.439, 18.441, 4.795], [-12.391, 20.017, 5.041], [-13.399, 18.565, 4.950], [-11.909, 19.676, 2.632], [-13.632, 19.206, 2.753], [-10.925, 16.016, 4.429], [-12.672, 16.213, 4.676], [-25.227, 9.966, 2.420], [-25.122, 10.726, 1.078], [-24.059, 9.946, 0.291], [-22.749, 9.418, 1.519], [-21.697, 10.440, 1.499], [-22.502, 7.996, 1.318], [-23.870, 9.763, 2.994], [-25.683, 9.008, 2.174], [-26.012, 10.488, 2.967], [-24.766, 11.749, 1.204], [-26.007, 10.778, 0.443], [-23.730, 10.318, -0.679], [-24.563, 9.024, -0.001], [-23.571, 10.749, 3.350], [-23.813, 9.045, 3.811], [-16.668, 2.442, 0.429], [-17.449, 2.671, 1.709], [-16.808, 3.841, 2.436], [-15.806, 4.847, 1.167], [-14.399, 4.675, 1.541], [-16.415, 6.171, 0.905], [-16.293, 3.756, -0.210], [-17.255, 1.893, -0.307], [-15.775, 1.843, 0.609], [-17.411, 1.713, 2.228], [-18.511, 2.838, 1.529], [-16.081, 3.548, 3.193], [-17.575, 4.502, 2.841], [-15.604, 3.872, -1.046], [-17.195, 4.312, -0.466]],
  "relative_energy_kj_mol": 660.2,
  "e_lumo_ev": -5.146,
  "e_homo_ev": -6.8
}

***

# 3
{
  "formula": "C22H47N3O20",
  "method": "ωB97M-V/def2-TZVPD",
  "symbols": ["N", "C", "N", "N", "C", "C", "O", "C", "O", "H", "H", "H", "H", "H", "H", "H", "H", "H", "H", "H", "C", "O", "C", "O", "O", "C", "H", "H", "H", "H", "H", "H", "C", "O", "C", "O", "O", "C", "H", "H", "H", "H", "H", "H", "C", "O", "C", "O", "O", "C", "H", "H", "H", "H", "H", "H", "C", "O", "C", "O", "O", "C", "H", "H", "H", "H", "H", "H", "C", "O", "C", "O", "O", "C", "H", "H", "H", "H", "H", "H", "C", "O", "C", "O", "O", "C", "H", "H", "H", "H", "H", "H"],
  "xyz": [[-0.808, -1.342, 6.093], [-0.816, -1.403, 4.581], [-0.547, -0.086, 3.885], [0.327, -2.348, 4.157], [-2.306, -1.971, 4.136], [-3.387, -0.739, 4.057], [-4.788, -1.143, 4.353], [-5.560, 0.133, 4.471], [-6.051, 0.741, 3.366], [0.100, -1.640, 6.510], [-1.149, -0.430, 6.468], [-1.020, 0.724, 4.349], [-0.817, -0.159, 2.866], [1.162, -1.689, 4.112], [0.125, -2.668, 3.176], [-2.718, -2.760, 4.920], [-2.249, -2.511, 3.099], [-3.334, -0.269, 2.985], [-3.120, 0.109, 4.849], [-5.757, 0.683, 5.504], [-7.442, 2.903, 1.120], [-7.386, 4.326, 1.189], [-7.753, 4.842, 2.389], [-8.111, 4.202, 3.365], [-7.654, 6.193, 2.314], [-8.012, 6.875, 3.514], [-7.127, 2.600, 0.117], [-6.756, 2.454, 1.846], [-8.465, 2.548, 1.282], [-7.349, 6.585, 4.336], [-9.058, 6.680, 3.772], [-7.895, 7.949, 3.341], [-4.045, 3.069, -2.710], [-4.009, 1.832, -3.419], [-5.064, 1.016, -3.170], [-5.996, 1.256, -2.418], [-4.903, -0.115, -3.903], [-5.947, -1.073, -3.741], [-3.155, 3.642, -2.985], [-4.929, 3.651, -2.993], [-4.023, 2.896, -1.630], [-6.907, -0.657, -4.064], [-6.002, -1.412, -2.701], [-5.716, -1.935, -4.372], [2.164, 2.082, 2.207], [2.654, 2.096, 0.868], [2.740, 0.870, 0.292], [2.441, -0.191, 0.816], [3.216, 1.030, -0.969], [3.359, -0.185, -1.701], [2.138, 3.114, 2.568], [1.147, 1.678, 2.242], [2.833, 1.507, 2.857], [2.390, -0.679, -1.822], [4.075, -0.851, -1.208], [3.746, 0.061, -2.693], [9.810, 0.510, -1.900], [8.951, 0.627, -0.767], [7.840, 1.374, -0.983], [7.539, 1.927, -2.030], [7.121, 1.401, 0.167], [5.914, 2.158, 0.087], [10.665, -0.108, -1.614], [9.291, 0.017, -2.729], [10.182, 1.493, -2.206], [5.239, 1.731, -0.662], [6.131, 3.207, -0.139], [5.421, 2.111, 1.062], [5.748, 0.521, -5.381], [5.032, -0.706, -5.511], [4.241, -0.776, -6.611], [4.107, 0.096, -7.455], [3.625, -1.985, -6.610], [2.754, -2.201, -7.718], [6.347, 0.467, -4.468], [6.425, 0.665, -6.229], [5.056, 1.364, -5.289], [3.311, -2.166, -8.660], [1.942, -1.467, -7.720], [2.316, -3.198, -7.615], [2.555, -3.707, 1.225], [2.591, -4.944, 0.516], [1.536, -5.761, 0.765], [0.604, -5.520, 1.516], [1.697, -6.891, 0.032], [0.653, -7.850, 0.194], [3.445, -3.135, 0.950], [1.671, -3.126, 0.942], [2.577, -3.881, 2.305], [-0.307, -7.434, -0.129], [0.598, -8.189, 1.234], [0.884, -8.712, -0.437]],
  "smiles": "NC(N)(N)CCOC=O.COC(=O)OC.COC(=O)OC.COC(=O)OC.COC(=O)OC.COC(=O)OC.COC(=O)OC",
  "e_lumo_ev": 0.093,
  "e_homo_ev": -9.5
}

***

# 4
{
  "formula": "C22H47N4O6",
  "method": "ωB97M-V/def2-TZVPD",
  "symbols": ["C", "C", "O", "N", "C", "C", "C", "N", "C", "C", "C", "C", "C", "O", "H", "H", "H", "H", "H", "H", "H", "H", "H", "H", "H", "H", "H", "H", "H", "H", "H", "C", "O", "C", "C", "N", "C", "C", "O", "C", "H", "H", "H", "H", "H", "H", "H", "H", "H", "H", "H", "H", "H", "H", "H", "C", "O", "C", "C", "N", "C", "C", "O", "C", "H", "H", "H", "H", "H", "H", "H", "H", "H", "H", "H", "H", "H", "H", "H"],
  "xyz": [[-5.923, -1.631, -3.646], [-4.452, -1.261, -3.672], [-4.113, -0.191, -4.087], [-3.411, -2.196, -3.280], [-2.988, -2.904, -4.514], [-3.777, -3.059, -2.153], [-3.739, -2.043, -1.007], [-2.557, -1.969, -0.537], [-1.633, -2.983, -1.096], [-2.696, -4.000, -1.576], [-2.250, -5.269, -2.272], [-3.449, -6.134, -2.692], [-4.591, -6.308, -1.572], [-3.564, -7.354, -2.185], [-6.465, -0.735, -3.344], [-6.202, -2.433, -2.969], [-6.238, -1.851, -4.665], [-3.810, -3.023, -5.226], [-2.534, -3.863, -4.305], [-2.238, -2.294, -5.018], [-4.738, -3.565, -2.252], [-4.562, -1.422, -0.670], [-2.322, -1.286, 0.186], [-1.116, -3.404, -0.234], [-0.950, -2.577, -1.836], [-3.139, -4.310, -0.627], [-1.682, -5.905, -1.595], [-1.660, -5.103, -3.174], [-3.811, -6.023, -3.715], [-5.194, -7.101, -1.121], [-5.374, -6.127, -2.372], [0.479, 5.162, 0.035], [0.307, 4.836, 1.403], [-0.938, 5.270, 1.933], [-1.842, 4.096, 2.248], [-2.262, 3.420, 1.026], [-2.964, 2.159, 1.217], [-2.287, 0.983, 1.927], [-1.209, 0.352, 1.239], [0.079, 0.947, 1.400], [1.513, 4.960, -0.222], [-0.162, 4.556, -0.615], [0.276, 6.220, -0.150], [-1.424, 5.967, 1.245], [-0.734, 5.807, 2.863], [-2.722, 4.464, 2.782], [-1.294, 3.425, 2.923], [-1.449, 3.267, 0.445], [-3.257, 1.812, 0.220], [-3.892, 2.371, 1.757], [-3.055, 0.205, 2.022], [-1.978, 1.228, 2.947], [0.180, 1.405, 2.385], [0.286, 1.684, 0.623], [0.822, 0.156, 1.308], [3.265, 2.080, 3.053], [3.572, 1.253, 1.941], [3.947, 1.955, 0.763], [5.415, 1.769, 0.443], [6.258, 2.454, 1.411], [7.681, 2.134, 1.322], [8.120, 0.692, 1.556], [7.958, 0.237, 2.886], [6.668, -0.233, 3.220], [2.831, 1.437, 3.818], [4.160, 2.551, 3.473], [2.539, 2.856, 2.792], [3.702, 3.015, 0.848], [3.358, 1.535, -0.060], [5.612, 2.179, -0.553], [5.609, 0.688, 0.406], [5.936, 2.236, 2.344], [8.195, 2.755, 2.059], [8.045, 2.451, 0.339], [9.194, 0.649, 1.362], [7.651, -0.009, 0.854], [6.175, -0.711, 2.369], [6.031, 0.569, 3.606], [6.783, -0.971, 4.014]],
  "relative_energy_kj_mol": 538.4,
  "e_lumo_ev": -4.064,
  "e_homo_ev": -10.1,
  "charge": 1
}

***

# 5
{
  "formula": "C22H48B3BrN2O7P2",
  "method": "ωB97M-V/def2-TZVPD",
  "symbols": ["C", "C", "C", "C", "B", "O", "B", "P", "O", "O", "B", "P", "O", "Br", "O", "H", "H", "H", "H", "H", "H", "H", "H", "H", "H", "H", "H", "C", "C", "C", "C", "C", "C", "N", "O", "C", "C", "C", "H", "H", "H", "H", "H", "H", "H", "H", "H", "H", "H", "H", "H", "H", "H", "H", "H", "H", "C", "C", "C", "C", "C", "C", "N", "O", "C", "C", "C", "H", "H", "H", "H", "H", "H", "H", "H", "H", "H", "H", "H", "H", "H", "H", "H", "H", "H"],
  "xyz": [[0.958, -6.231, 3.045], [0.707, -6.381, 1.431], [-0.870, -6.408, 0.977], [-1.061, -6.651, -0.667], [-1.450, -4.862, 1.242], [-2.221, -4.569, 2.501], [-3.184, -3.508, 2.037], [-5.008, -4.040, 1.802], [-5.866, -3.011, 0.948], [-2.612, -2.172, 1.774], [-1.447, -2.439, 0.864], [-0.141, -1.070, 0.396], [1.433, -1.765, 0.122], [-0.770, -0.223, -1.657], [-1.263, -3.782, 0.245], [0.526, -7.208, 3.562], [2.121, -6.128, 3.296], [0.442, -5.307, 3.545], [1.235, -7.379, 1.057], [1.229, -5.505, 0.848], [-1.503, -7.220, 1.574], [-0.442, -5.873, -1.309], [-2.208, -6.434, -0.887], [-0.828, -7.767, -0.927], [-4.972, -5.296, 1.040], [-5.608, -4.292, 3.103], [1.849, -2.106, 0.971], [-2.359, 4.726, -4.885], [-1.296, 3.593, -4.759], [-0.047, 3.867, -5.656], [-0.175, 3.472, -7.124], [-0.785, 2.086, -7.285], [-2.123, 1.953, -6.520], [-1.975, 2.294, -5.065], [-1.239, 1.262, -4.454], [-3.173, 2.872, -7.209], [-2.703, 0.522, -6.728], [-0.793, 3.719, -3.280], [-3.374, 4.335, -5.009], [-2.418, 5.350, -3.984], [-2.148, 5.398, -5.721], [0.811, 3.302, -5.251], [0.229, 4.928, -5.598], [-0.768, 4.221, -7.659], [0.818, 3.490, -7.591], [-0.930, 1.879, -8.352], [-0.063, 1.333, -6.932], [-4.145, 2.809, -6.708], [-3.326, 2.566, -8.255], [-2.881, 3.921, -7.253], [-2.032, -0.271, -6.374], [-2.884, 0.320, -7.792], [-3.663, 0.407, -6.210], [-1.590, 3.481, -2.563], [-0.450, 4.740, -3.069], [0.058, 3.064, -3.068], [1.929, 2.337, 2.947], [1.613, 1.239, 4.007], [0.959, 1.841, 5.289], [1.919, 2.439, 6.315], [3.109, 1.526, 6.574], [3.824, 1.125, 5.262], [2.882, 0.490, 4.280], [2.540, -0.783, 4.773], [4.490, 2.397, 4.661], [5.036, 0.202, 5.590], [0.496, 0.375, 3.325], [2.934, 2.233, 2.523], [1.262, 2.286, 2.076], [1.835, 3.345, 3.359], [0.399, 1.045, 5.810], [0.221, 2.604, 5.010], [2.252, 3.427, 5.978], [1.379, 2.613, 7.255], [3.807, 2.031, 7.253], [2.764, 0.631, 7.114], [5.019, 2.165, 3.729], [5.232, 2.811, 5.361], [3.793, 3.210, 4.462], [4.747, -0.719, 6.111], [5.756, 0.713, 6.241], [5.571, -0.082, 4.676], [0.877, -0.146, 2.438], [-0.344, 1.005, 3.006], [0.073, -0.374, 4.001]],
  "multiplicity": 3,
  "s2": 2.01,
  "e_lumo_ev": [-0.782, -0.791],
  "e_homo_ev": [-8.4, -8.4]
}